No. 1
A molecular structure, C28H24F6KN5O7S2 at a distorted geometry. Source: OMol25; level of theory: ωB97M-V/def2-TZVPD.

```
! wB97M-V def2-TZVPD RIJCOSX def2/J DEFGRID3
* xyz -2 1
K 0.7401 -0.0418 0.1190
C 0.6121 -3.7177 3.2227
O 0.6254 -2.7754 4.2863
C -0.3210 -1.7528 4.2101
C -1.1177 -1.6010 5.3231
C -2.0885 -0.6006 5.3820
C -2.2343 0.2342 4.2895
C -1.4213 0.1380 3.1605
C -1.6512 1.0820 2.0707
N -0.7543 1.4541 1.2475
N -1.0916 2.4050 0.3376
C -0.6386 2.3625 -0.8833
O -0.0339 1.3923 -1.4774
C -0.9971 3.6237 -1.6366
C -0.6788 3.7721 -2.9826
C -0.9672 4.9485 -3.6606
C -1.6052 5.9943 -3.0120
C -1.9610 5.8448 -1.6775
C -1.6630 4.6738 -0.9996
C -0.4110 -0.8833 3.0645
O 0.3336 -1.0316 2.0440
H 1.4467 -4.3986 3.4025
H 0.7284 -3.2219 2.2611
H -0.3258 -4.2894 3.2267
H -0.9686 -2.2820 6.1549
H -2.7126 -0.4886 6.2605
H -2.9903 1.0153 4.3112
H -2.6694 1.4880 1.9904
H -0.1838 2.9631 -3.4838
H -0.6857 5.0372 -4.7039
H -1.8270 6.9146 -3.5420
H -2.4714 6.6528 -1.1636
H -1.9321 4.5523 0.0401
C 2.9330 -0.5615 3.6721
C 3.6931 -1.1793 2.6904
C 3.9385 -0.4880 1.5124
N 3.4956 0.7447 1.2877
C 2.7340 1.3143 2.2156
C 2.4290 0.7035 3.4238
H 2.7058 -1.0747 4.5969
H 4.0782 -2.1814 2.8324
H 4.5233 -0.9278 0.7091
H 2.3613 2.3038 1.9696
H 1.7944 1.1971 4.1483
C -2.3720 -4.2655 -4.7863
C -2.0733 -3.6413 -3.4512
C -1.4441 -4.3633 -2.4424
C -1.1883 -3.7426 -1.2288
N -1.4991 -2.4775 -0.9779
C -2.0644 -1.7732 -1.9520
C -2.3894 -2.3157 -3.1872
H -2.4242 -5.3514 -4.7032
H -1.5826 -4.0179 -5.4995
H -3.3152 -3.8949 -5.1878
H -1.1512 -5.3936 -2.6086
H -0.7224 -4.2873 -0.4128
H -2.2435 -0.7240 -1.7399
H -2.8594 -1.7018 -3.9459
F 4.7956 2.4821 -1.1159
C 4.2354 1.6480 -2.0203
F 4.8333 0.4559 -1.8548
F 4.6136 2.1187 -3.2305
S 2.3175 1.5605 -1.7907
O 2.2356 0.1797 -1.4075
O 2.1755 2.6509 -0.8734
N 1.9301 1.9056 -3.3022
S 2.0302 0.8253 -4.4283
O 1.8557 1.4681 -5.7052
O 3.0751 -0.1524 -4.3221
C 0.4884 -0.2384 -4.3532
F 0.5691 -1.2031 -3.4342
F 0.3645 -0.8533 -5.5619
F -0.6326 0.4611 -4.1583
*
```

Computed properties:
* HOMO level: -1.7305 eV
* electronic energy: -3877.37590 Eh
* Kohn-Sham gap: 5.79 eV
* max |F|: 3.44 eV Å⁻¹

***

No. 2
A molecular structure, C22H41N3OP2PtS at a distorted geometry. Source: OMol25; level of theory: ωB97M-V/def2-TZVPD.

```
! wB97M-V def2-TZVPD RIJCOSX def2/J DEFGRID3
* xyz 2 1
Pt -0.4971 -0.1141 0.3636
C 0.2254 -2.7268 -1.7338
P -1.2231 -1.8103 -1.1374
C -1.6750 -0.8256 -2.6137
N -1.7082 -1.4364 -3.7664
C -1.9849 -0.7369 -4.8840
C -2.0031 -1.3646 -6.1454
C -2.2667 -0.6200 -7.2601
C -2.5303 0.7665 -7.1637
C -2.5189 1.4054 -5.9571
C -2.2383 0.6707 -4.7870
N -2.1699 1.2753 -3.5872
C -1.9053 0.5684 -2.5218
P -1.6198 1.4554 -0.9450
C -0.9065 3.0015 -1.5634
C -3.2553 1.9054 -0.1204
C -3.5120 0.9402 1.0413
C -4.3653 1.8400 -1.1664
C -3.1319 3.3256 0.4421
C -2.6067 -3.0638 -0.8950
C -3.9609 -2.3656 -1.0048
C -2.4840 -4.1477 -1.9665
C -2.4074 -3.6580 0.5031
H -0.0219 -3.2006 -2.6804
H 0.5402 -3.4763 -1.0069
H 1.0306 -2.0067 -1.8786
H -1.8101 -2.4278 -6.1993
H -2.2763 -1.0914 -8.2334
H -2.7429 1.3210 -8.0678
H -2.7194 2.4654 -5.8730
H -1.6402 3.4642 -2.2212
H -0.0087 2.7696 -2.1352
H -0.6548 3.6794 -0.7492
H -3.5172 -0.0957 0.7128
H -4.4801 1.1588 1.4963
H -2.7492 1.0541 1.8169
H -4.5787 0.8142 -1.4709
H -4.1061 2.4180 -2.0554
H -5.2795 2.2644 -0.7481
H -2.2640 3.4329 1.0976
H -4.0199 3.5436 1.0366
H -3.0720 4.0749 -0.3469
H -4.0659 -1.8335 -1.9520
H -4.1302 -1.6698 -0.1842
H -4.7523 -3.1147 -0.9595
H -2.4674 -3.7263 -2.9709
H -3.3555 -4.8005 -1.8926
H -1.6000 -4.7676 -1.8201
H -2.4781 -2.8898 1.2770
H -1.4359 -4.1510 0.5900
H -3.1756 -4.4069 0.7011
N 0.3185 -0.6792 2.4511
H 0.5057 0.1386 3.0234
H 1.1779 -1.2190 2.4014
H -0.3643 -1.2405 2.9504
C 4.2331 1.0700 -2.3209
C 4.1997 -0.0476 -1.2956
S 3.0093 0.1954 0.0611
O 1.6586 0.2472 -0.6406
C 3.3987 1.9184 0.5932
C 2.5080 2.9577 -0.0629
H 4.8349 0.7550 -3.1726
H 4.6828 1.9773 -1.9207
H 3.2304 1.2908 -2.6870
H 5.1649 -0.2111 -0.8119
H 3.8752 -0.9875 -1.7439
H 4.4576 2.0830 0.3957
H 3.2593 1.9069 1.6745
H 2.7763 3.1254 -1.1035
H 2.6002 3.9035 0.4696
H 1.4663 2.6390 -0.0256
*
```

Computed properties:
* HOMO level (spin up / spin down): -14.2060 / -14.2167 eV
* electronic energy: -2302.12511 Eh
* Kohn-Sham gap (spin up / spin down): 6.54 / 6.53 eV
* max |F|: 1.75 eV Å⁻¹